Entry 1:
A 2-piece molecular cluster, C4H7FOS overall, computed with the ωB97M-V functional and the def2-TZVPD basis.

Geometry (Å):
C -0.729577 1.670096 0.488639
C 0.075142 0.453085 0.339773
C 0.738112 0.027958 -0.787587
O 1.416549 -1.129272 -0.712217
C 1.580495 -1.491805 0.647375
S 0.243361 -0.778961 1.671181
H -1.585365 1.405432 1.115228
H -0.943118 1.788230 -0.519009
H -0.178755 2.534976 0.802277
H 0.619275 0.621443 -1.635782
H 1.470249 -2.680782 0.623017
H 2.547257 -1.111368 1.071225
F -2.743901 -0.473990 -1.147329
H -2.509727 -0.835039 -1.956786

Force components x, y, z for each atom (eV/Å):
0.2 -1.1 0.8
2.2 -2.1 -0.5
-2.1 1.3 4.2
0.4 -0.2 -0.4
0.1 -2.8 0.5
0.1 0.6 -1.1
-0.1 0.7 -0.3
-1.5 1.1 -1.8
0.2 0.3 0.7
0.5 0.2 -1.8
0.7 2.6 0.5
-0.6 -0.5 -0.7
-0.2 0.2 0.4
0.1 -0.2 -0.4

The SMILES is CC1=COCS1.F. The calculation puts the total energy at -729.839065 Eh. The value obtained for the energy above the lowest of the compared OMol25 structures with the same formula, charge and spin is 1.2012 eV. The HOMO-LUMO gap is 8.302 eV. The spin multiplicity is 1. The strongest force on any atom comes out at 4.9 eV Å⁻¹. Its total charge is 0. The calculation puts the HOMO energy at -7.590 eV.

---

Entry 2:
One molecule with the formula C4H7FS, computed with the ωB97M-V functional and the def2-TZVPD basis.

Geometry (Å):
C -0.410168 2.569123 0.996377
C -0.440654 1.322316 0.543964
S 0.703882 0.086982 1.027833
C -0.046367 -1.329081 0.146752
C 0.605760 -1.518367 -1.230502
F 1.892639 -1.999942 -1.050223
H 0.394959 2.812594 1.699627
H -1.245004 3.222291 0.590916
H -1.351079 1.092722 -0.090682
H -1.063738 -1.182533 0.255316
H 0.266956 -2.230617 0.751412
H 0.054187 -2.253065 -1.807063
H 0.638626 -0.592422 -1.833727

Force components x, y, z for each atom (eV/Å):
-0.6 0.2 -0.5
-1.5 0.1 -0.5
-0.3 -0.2 -0.2
3.7 -0.9 0.7
-0.9 0.4 0.0
-0.1 0.2 0.0
-0.6 0.7 -0.3
1.5 -0.4 1.1
1.4 -0.3 0.5
-2.1 0.0 -0.5
-0.5 0.8 -0.6
-0.1 -0.3 -0.1
0.2 -0.3 0.5

The SMILES is C=CSCCF. The calculation puts the total energy at -654.610848 Eh. The value obtained for the energy above the lowest of the compared OMol25 structures with the same formula, charge and spin is 1.4731 eV. The HOMO-LUMO gap is 9.437 eV. The spin multiplicity is 1. The strongest force on any atom comes out at 3.9 eV Å⁻¹. Its total charge is 0. The calculation puts the HOMO energy at -8.398 eV.

---

Entry 3:
One molecule with the formula C4H7FS, computed with the ωB97M-V functional and the def2-TZVPD basis.

Geometry (Å):
F -0.153491 1.774810 -0.456013
C 0.299657 0.840499 0.447188
C 1.316776 -0.082111 -0.126285
C 0.149548 -1.048196 -0.546530
C -0.715488 -0.300808 0.499310
S -2.421666 0.095171 -0.112098
H 0.497825 1.384411 1.423954
H 1.851972 0.309903 -0.992053
H 2.003735 -0.443692 0.623347
H -0.281138 -0.972575 -1.521132
H 0.351639 -2.101857 -0.306429
H -0.781694 -0.852611 1.465206
H -2.117679 1.397054 -0.398470

Force components x, y, z for each atom (eV/Å):
0.6 0.6 -0.4
-0.8 1.2 2.5
0.0 -0.3 -2.0
0.9 -0.9 2.0
-1.3 -0.8 -0.4
0.5 0.5 0.6
-0.1 -0.5 -1.2
0.3 0.2 0.3
0.1 -0.4 0.1
0.2 0.3 -0.7
-0.2 0.2 -0.2
0.1 0.7 -0.6
-0.4 -0.8 0.1

The SMILES is F[C@@H]1CC[C@@H]1S. The calculation puts the total energy at -654.618697 Eh. The value obtained for the energy above the lowest of the compared OMol25 structures with the same formula, charge and spin is 1.2595 eV. The HOMO-LUMO gap is 9.888 eV. The spin multiplicity is 1. The strongest force on any atom comes out at 2.9 eV Å⁻¹. Its total charge is 0. The calculation puts the HOMO energy at -8.903 eV.

---

Entry 4:
C4H7GdO2 as an isolated structure, computed with the ωB97M-V functional and the def2-TZVPD basis.

Geometry (Å):
O -0.397278 1.143765 2.185047
C 0.874306 0.746627 1.762560
C 0.835031 0.589601 0.225566
C -0.530960 0.019165 -0.166603
C -0.593973 -0.534164 -1.474666
O -1.604386 -1.092811 -1.985003
Gd -2.220031 -2.909293 -3.884533
H -0.945082 -0.760365 0.499306
H 1.123883 -0.262910 2.166772
H 1.628641 1.522371 2.013346
H 1.663479 -0.052816 -0.113369
H 0.959242 1.602191 -0.192587
H -1.169867 0.698106 0.946677
H 0.376994 -0.709467 -1.982511

Force components x, y, z for each atom (eV/Å):
-1.1 -0.6 -1.9
-1.1 -0.2 -0.4
0.2 -0.1 0.2
0.7 -0.4 -0.1
0.1 -0.1 1.5
-0.9 -1.6 -1.7
0.5 1.4 1.5
0.1 0.0 -0.1
0.3 0.5 0.2
-0.1 -0.6 0.2
-0.1 0.2 0.0
-0.1 -0.4 -0.2
1.7 0.9 1.3
-0.2 0.8 -0.3

The calculation puts the total energy at -1072.513201 Eh. The HOMO-LUMO gap (alpha / beta) is 5.526 / 5.831 eV. The spin multiplicity is 8. The strongest force on any atom comes out at 2.5 eV Å⁻¹. Its total charge is 0. The calculation puts the HOMO energy (alpha / beta) at -6.831 / -6.842 eV.